[1]
Computed, not measured: an isolated molecule of C13H18OSi in a non-equilibrium geometry, with ωB97M-V/def2-TZVPD.

The calculation puts the relative energy (zero: lowest compared OMol25 entry of this formula, charge and spin) at 27.8 kcal per mole. The value obtained for the max |F| is 3.75 eV/Å. For the HOMO energy, the calculation gives -8.369 eV. The calculation puts the total energy at -870.8988 Ha. The spin multiplicity is 1. Its LUMO energy is 0.031 Ha. The SMILES is CCO[Si](C)(C)[C@H]1C=Cc2ccccc21.

XYZ file:
```
33
Properties=species:S:1:pos:R:3:lowdin_charge:R:1
C -1.83039 1.53455 3.44166 -0.052
C -1.23148 0.30172 2.77492 -0.354
O -0.43420 0.53059 1.66146 -0.233
Si 0.48252 -0.74788 0.90410 0.557
C -0.68262 -2.13033 0.69795 -0.149
C 1.83436 -1.29369 2.08220 -0.159
C 1.34134 -0.46068 -0.78373 -0.267
C 1.16147 -1.70676 -1.58947 -0.122
C 0.72587 -1.39258 -2.83152 -0.010
C 0.38810 0.06968 -2.87821 -0.168
C -0.14694 0.86052 -3.88712 -0.028
C -0.48456 2.16769 -3.54368 -0.094
C -0.17528 2.71646 -2.32182 -0.096
C 0.36000 1.92546 -1.32768 -0.041
C 0.64296 0.59808 -1.59295 -0.191
H -2.42202 2.01462 2.68092 0.080
H -2.38736 1.28730 4.26889 0.050
H -1.09392 2.17134 3.74632 0.046
H -0.71688 -0.27850 3.58186 0.117
H -1.99036 -0.43276 2.36777 0.112
H -1.35676 -1.99797 -0.10722 0.039
H -0.14110 -3.12065 0.65570 0.073
H -1.24517 -2.16592 1.59959 0.010
H 1.43344 -1.73715 2.98296 0.023
H 2.40149 -2.10332 1.73074 0.003
H 2.71718 -0.64844 2.40694 0.068
H 2.40776 -0.32551 -0.47388 0.142
H 1.46316 -2.64424 -1.16915 0.100
H 0.44356 -2.15297 -3.60452 0.120
H -0.27083 0.42888 -4.86168 0.104
H -1.01688 2.73022 -4.27518 0.092
H -0.48968 3.71098 -2.08122 0.097
H 0.31321 2.29125 -0.25494 0.131
```



[2]
Computed, not measured: an isolated molecule of C13H18Si in a non-equilibrium geometry, with ωB97M-V/def2-TZVPD.

The calculation puts the relative energy (zero: lowest compared OMol25 entry of this formula, charge and spin) at 75.0 kcal per mole. The value obtained for the max |F| is 7.55 eV/Å. For the HOMO energy (alpha / beta), the calculation gives -7.148 / -7.235 eV. The calculation puts the total energy at -795.5126 Ha. The spin multiplicity is 1. Its LUMO energy (alpha / beta) is 0.018 / -0.011 Ha. The SMILES is CC1=C([Si](C)(C)C)c2ccccc2C1.

XYZ file:
```
32
Properties=species:S:1:pos:R:3:lowdin_charge:R:1
C -0.85739 2.82177 0.64544 -0.086
C 0.23167 1.88870 0.33376 -0.107
C -0.03017 0.08724 0.27031 -0.054
Si -1.65476 -0.64517 0.02130 0.544
C -2.30296 -0.18534 -1.71928 -0.204
C -3.01713 -0.09331 1.28988 -0.189
C -1.69332 -2.65958 0.20142 -0.182
C 1.34120 -0.28772 0.10228 -0.239
C 1.84716 -1.63230 0.13779 -0.056
C 3.11527 -1.90422 -0.21396 -0.101
C 4.07084 -0.83382 -0.40152 -0.064
C 3.57577 0.47334 -0.32243 -0.046
C 2.26819 0.73503 0.07133 -0.202
C 1.67677 2.09637 0.20555 -0.131
H -1.71220 2.22176 1.11791 0.074
H -1.33998 3.11665 -0.36349 0.113
H -0.68556 3.71793 1.14884 0.048
H -1.50489 -0.00806 -2.58503 0.069
H -3.07691 -0.87140 -2.10117 0.012
H -2.78727 0.89163 -1.70910 0.053
H -2.80534 -0.09006 2.43289 0.078
H -3.29328 0.84206 0.76857 0.007
H -3.82562 -0.70343 1.18333 -0.033
H -1.56376 -3.28702 1.05679 0.000
H -2.73568 -2.83648 -0.10888 0.011
H -0.91705 -3.04717 -0.52108 0.020
H 1.20418 -2.50855 0.19893 0.094
H 3.34912 -2.98314 -0.34174 0.111
H 5.09037 -1.01650 -0.74350 0.093
H 4.17181 1.32394 -0.57645 0.102
H 1.90735 2.68569 1.11336 0.154
H 1.95357 2.69119 -0.59207 0.111
```



[3]
Computed, not measured: a structure of composition C13H19AuIN5OSe in a non-equilibrium geometry, with ωB97M-V/def2-TZVPD.

The value obtained for the max |F| is 4.03 eV/Å. For the HOMO energy (alpha / beta), the calculation gives 2.668 / -0.639 eV. The calculation puts the total energy at -3690.4999 Ha. The spin multiplicity is 3. Its LUMO energy (alpha / beta) is 0.162 / 0.162 Ha. Its charge is -2.

XYZ file:
```
41
Properties=species:S:1:pos:R:3:lowdin_charge:R:1
C 0.85034 -1.29006 -2.75792 -0.172
I -0.74268 -2.58213 0.27007 -0.756
H 1.11725 -1.12848 -3.82037 0.069
H -0.22522 -1.48691 -2.65741 0.025
H 1.38173 -2.18354 -2.38856 0.055
C 2.50586 -0.65720 3.37750 -0.068
C 3.40496 -1.05213 2.46242 -0.069
N 2.79563 -0.92084 1.21378 -0.117
C 1.56975 -0.36772 1.34638 -0.320
N 1.36825 -0.27176 2.67858 -0.130
H 2.56699 -0.62506 4.44686 0.111
H 4.39779 -1.44241 2.58354 0.103
C -3.94504 0.81285 -1.06089 -0.077
C -1.71380 0.60109 -0.86370 -0.304
N -2.89514 0.40707 -0.24664 -0.129
H -3.86388 1.65675 -3.07607 0.100
N -2.02039 1.13914 -2.06267 -0.113
H -4.96163 0.74665 -0.74343 0.102
Au 0.10169 0.07602 -0.03204 0.672
C 1.21234 -0.09684 -1.94321 -0.538
O 2.00605 0.79052 -2.15125 -0.051
C -3.40230 1.25673 -2.19862 -0.082
C -1.08383 1.55574 -3.08825 -0.038
H -1.62127 2.22961 -3.76248 0.082
H -0.72712 0.69611 -3.67489 0.080
H -0.23039 2.07783 -2.64153 0.085
C -3.11247 -0.05677 1.10078 -0.117
H -4.16383 -0.34418 1.17677 0.077
H -2.89942 0.73199 1.83523 0.087
H -2.48884 -0.93786 1.30443 -0.070
C 0.15123 0.13685 3.33822 -0.084
H -0.12021 -0.60660 4.10108 0.089
H -0.66129 0.20970 2.60808 0.040
H 0.30238 1.11372 3.81565 0.031
C 3.40128 -1.38106 -0.02149 -0.047
H 2.76543 -2.14330 -0.49873 0.074
H 4.36631 -1.83257 0.24106 0.081
H 3.57444 -0.55249 -0.72030 0.079
Se 1.58044 3.50312 2.80422 0.322
C 0.66878 2.93416 1.39829 -1.033
N 0.02154 2.56023 0.46665 -0.049
```



[4]
Computed, not measured: a structure of composition C13H19BFO5PSi2, with ωB97M-V/def2-TZVPD.

The value obtained for the max |F| is 0.58 eV/Å. For the HOMO energy, the calculation gives -8.910 eV. The calculation puts the total energy at -1928.1691 Ha. The spin multiplicity is 1. Its LUMO energy is 0.006 Ha.

XYZ file:
```
42
Properties=species:S:1:pos:R:3:lowdin_charge:R:1
O 0.46631 -2.88119 0.40974 -0.534
P 1.57557 -2.57561 -0.54169 0.567
Si 1.59348 -0.44005 -1.34794 0.467
C 2.74662 0.60235 -0.27522 -0.283
O 3.57739 1.33576 -1.17718 -0.150
C 3.94360 2.59174 -0.76715 -0.312
C 4.68599 2.77843 0.38441 -0.017
C 5.04472 4.06690 0.76385 -0.079
C 4.66789 5.15772 -0.00718 -0.101
C 3.94138 4.95807 -1.16646 -0.086
C 3.57359 3.67513 -1.55248 -0.005
O 0.06244 0.12548 -1.41950 -0.429
Si -0.96688 0.30320 -0.10635 0.653
B -2.33405 1.74876 -0.46976 -0.690
O -2.84737 2.45306 0.57524 0.116
O -2.76081 1.95791 -1.77196 0.092
H 1.62974 -3.41715 -1.67417 -0.031
H 2.86760 -2.75119 0.00040 -0.032
H 2.14839 -0.48197 -2.71380 0.002
H 3.36263 -0.01110 0.39489 0.084
H 2.16260 1.29354 0.34397 0.089
H 4.98226 1.91227 0.96847 0.120
H 5.62125 4.21090 1.67006 0.104
H 4.94288 6.16030 0.30088 0.102
H 3.65566 5.80766 -1.77694 0.104
H 3.00649 3.50872 -2.46384 0.120
H -1.65720 -0.97928 0.12621 -0.030
H -0.16496 0.61308 1.10383 -0.015
H -3.52331 3.08844 0.30313 0.106
H -2.69186 2.87214 -2.07121 0.101
F -7.03694 -4.66992 1.28402 0.046
C -5.73223 -4.31980 1.22342 -0.292
C -5.07693 -4.41019 0.01270 -0.021
C -3.73825 -4.04706 -0.03993 -0.081
C -3.07888 -3.60786 1.09997 -0.097
C -3.76793 -3.52963 2.30257 -0.080
C -5.10785 -3.88547 2.37444 -0.022
H -5.60962 -4.75817 -0.86175 0.115
H -3.20612 -4.10671 -0.98023 0.105
H -2.03327 -3.33010 1.04824 0.074
H -3.25892 -3.18953 3.19469 0.104
H -5.66508 -3.82959 3.29957 0.115
```



[5]
Computed, not measured: a structure of composition C13H19BaBrO6P2 in a non-equilibrium geometry, with ωB97M-V/def2-TZVPD.

The value obtained for the max |F| is 5.40 eV/Å. For the HOMO energy, the calculation gives -13.786 eV. The calculation puts the total energy at -4239.6917 Ha. The spin multiplicity is 1. Its LUMO energy is -0.333 Ha. Its charge is +2.

XYZ file:
```
42
Properties=species:S:1:pos:R:3:lowdin_charge:R:1
C 1.29734 2.94455 -2.00933 0.175
C 2.00760 2.19544 -1.41199 -0.055
C 2.86565 1.37332 -0.58578 -0.323
O 4.24287 1.45156 -0.91702 0.052
C 4.72606 0.17106 -0.99788 -0.540
O 5.50675 -0.25052 -1.76412 0.206
C 3.91971 -0.58281 0.09734 -0.391
P 4.51249 0.15261 1.72871 0.619
O 3.21157 -0.11565 2.74849 -0.406
Br 6.01312 -1.38578 2.33151 0.370
C 2.51790 -0.11634 -0.40694 -0.453
C 1.31415 -0.41412 0.47573 -0.204
C -0.03401 -0.08910 -0.18436 -0.175
C -1.14470 -1.00662 0.41357 -0.136
C -2.19699 -0.18307 1.18376 -0.326
C -3.64350 -0.63944 0.99159 -0.192
O -4.17335 0.12839 -0.06278 0.010
C -5.53764 -0.00951 -0.15709 -0.503
C -6.21122 0.88380 -1.14883 0.047
O -6.13198 -0.78283 0.52397 0.149
P 2.31502 -1.12107 -1.98809 0.796
O 1.86258 -0.26394 -3.09248 -0.366
H 0.75921 3.72392 -2.47397 0.044
H 2.75835 1.80000 0.42005 0.141
H 4.10748 -1.65386 0.13226 0.097
H 3.19509 -1.05165 2.99478 0.034
H 1.41146 0.23683 1.35222 0.089
H 1.39368 -1.43415 0.83967 0.116
H -0.04012 -0.24926 -1.25830 0.101
H -0.31368 0.94564 -0.02675 0.101
H -1.67938 -1.53403 -0.36725 0.133
H -0.71657 -1.76775 1.06081 0.118
H -1.93520 -0.26027 2.26873 -0.219
H -2.17800 0.89871 0.92516 0.127
H -4.20825 -0.40285 1.90551 0.122
H -3.71301 -1.69692 0.76582 0.154
H -6.48494 1.81317 -0.66093 0.102
H -7.11950 0.39713 -1.47169 0.103
H -5.57658 1.08631 -2.00214 0.095
H 1.32574 -2.08538 -1.65173 0.039
H 3.48706 -1.85994 -2.22951 0.054
Ba -1.71225 0.75443 3.70927 2.094
```



[6]
Computed, not measured: an isolated molecule of C13H19BrClNO2, with ωB97M-V/def2-TZVPD.

The calculation puts the relative energy (zero: lowest compared OMol25 entry of this formula, charge and spin) at 16.1 kcal per mole. The value obtained for the max |F| is 0.59 eV/Å. For the HOMO energy, the calculation gives -8.591 eV. The calculation puts the total energy at -3746.1713 Ha. The spin multiplicity is 1. Its LUMO energy is 0.027 Ha. The SMILES is COCCCNCCCOc1ccc(Cl)cc1Br.

XYZ file:
```
37
Properties=species:S:1:pos:R:3:lowdin_charge:R:1
C 8.54722 1.65162 -1.09574 -0.123
O 7.27350 1.09356 -1.27622 -0.193
C 6.74242 0.53305 -0.09709 -0.261
C 5.37699 -0.06259 -0.41150 -0.163
C 4.72324 -0.67588 0.83622 -0.239
N 3.44862 -1.32522 0.60781 -0.080
C 2.32026 -0.45062 0.34253 -0.232
C 1.75573 0.10874 1.65260 -0.152
C 0.49663 0.93287 1.41282 -0.201
O -0.48387 0.07572 0.86224 -0.108
C -1.69518 0.56705 0.53832 -0.320
C -2.13476 1.87157 0.74067 -0.009
C -3.41361 2.25204 0.36800 -0.101
C -4.27026 1.33360 -0.21300 -0.684
Cl -5.86446 1.80946 -0.67581 0.671
C -3.85886 0.02606 -0.43136 -0.145
C -2.58363 -0.33744 -0.05643 -0.587
Br -1.97042 -2.10416 -0.34351 0.799
H 8.85436 2.04817 -2.06123 0.087
H 9.27064 0.89575 -0.76371 0.087
H 8.52654 2.46309 -0.35656 0.087
H 7.41855 -0.24758 0.28812 0.127
H 6.65017 1.30927 0.68072 0.128
H 5.49882 -0.82989 -1.17888 0.119
H 4.74751 0.72602 -0.82612 0.108
H 5.39695 -1.43116 1.25334 0.118
H 4.58303 0.09788 1.59434 0.111
H 3.54796 -2.00302 -0.13949 0.108
H 2.56868 0.38465 -0.33207 0.115
H 1.53981 -1.04734 -0.13237 0.116
H 1.52127 -0.72827 2.30962 0.123
H 2.49177 0.74202 2.14777 0.109
H 0.13589 1.35566 2.36022 0.131
H 0.70626 1.75484 0.71395 0.134
H -1.48250 2.60112 1.19259 0.108
H -3.74108 3.26610 0.53177 0.107
H -4.52060 -0.69312 -0.88696 0.103
```